Density functional theory data (ωB97M-V/def2-TZVPD) for a cluster of 2 separate species, C15H18O in total at a distorted geometry.

Geometry (Å):
O -1.1140 -4.7265 1.2976
C -1.5708 0.8894 0.3858
C -0.7696 -1.4448 -0.2834
C 2.0660 3.4269 -0.2965
C -2.6601 1.5179 1.2325
C 1.1154 2.9588 -1.1874
C -1.2789 -0.5700 0.6700
C 0.2646 1.1671 -2.7824
C -1.6322 -2.5513 2.0707
C 3.2299 2.6677 0.0574
C -1.7048 -1.1820 1.8512
C -1.1296 -3.3744 1.0876
C 1.3178 1.7634 -1.9060
C -0.6396 -2.8095 -0.0814
C 2.4025 0.9177 -1.4568
C 3.2901 1.3807 -0.4940
H 0.2385 3.5977 -1.1799
H -0.7238 -5.1969 0.5647
H -1.8015 0.9751 -0.6810
H -0.6902 1.6998 -2.6631
H -3.6575 1.2510 0.8721
H 3.9350 3.0059 0.8025
H -0.2738 -3.3948 -0.8746
H -0.4712 -1.0461 -1.2444
H -2.1187 -2.9607 2.9377
H -2.1266 -0.5646 2.6335
H 0.0740 0.0909 -2.6674
H -2.6127 1.3913 2.3134
H -2.5853 2.5872 1.1210
H 2.5200 -0.1284 -1.7305
H 3.9040 0.5727 -0.0929
H 1.9048 4.3135 0.3145
H 0.5108 1.2591 -3.8437
H -0.6578 1.5011 0.3758

orbital gap (spin up / spin down): 2.080 / 6.595 eV
total charge: -1
ΔE to the lowest compared entry with this formula, charge and spin: 38.4 kJ/mol
2S+1: 2
E_tot: -657.55072 Ha